Version one
7
Properties=species:S:1:pos:R:3 method="wB97M-V/def2-TZVPD" e_homo_ev=-3.503 homo_lumo_gap_ev=7.568 charge=-1
C -1.243 0.724 0.301
C -0.697 1.033 1.461
C -1.530 1.100 4.243
O -1.203 -0.010 4.263
O -0.357 1.284 2.738
O -2.045 2.114 4.613
H -0.727 0.814 -0.679


Version two
7
Properties=species:S:1:pos:R:3 method="wB97M-V/def2-TZVPD" e_homo_ev=-2.829 homo_lumo_gap_ev=7.135 charge=-1
C 0.357 0.114 -0.894
C 1.379 0.426 0.012
C -1.417 -0.243 0.051
O -1.717 -1.233 0.663
O 2.093 1.188 0.619
O 1.419 -0.855 -0.343
H -2.114 0.604 -0.109


Version three
7
Properties=species:S:1:pos:R:3 method="wB97M-V/def2-TZVPD" e_homo_ev=-4.703 smiles="O=C=CC(=O)[O-]" homo_lumo_gap_ev=8.747 charge=-1
O -2.292 -0.129 -0.721
C -1.200 0.399 -0.190
C -0.139 1.015 0.317
C -0.100 2.491 1.041
O 1.090 2.578 1.104
O -1.051 3.183 1.483
H 0.890 0.697 0.306


Most stable structure, least stable structure: version three, version two.


Version one
20
Properties=species:S:1:pos:R:3 method="wB97M-V/def2-TZVPD" e_homo_ev=-8.981 smiles="C=C(O)/C=C/C.O.O" homo_lumo_gap_ev=9.393 charge=0
C -1.197 1.685 1.573
C -0.667 0.719 0.792
O -0.265 1.056 -0.545
C -0.113 -0.658 1.011
C 0.497 -1.298 -0.015
C 1.259 -2.575 0.210
H -1.436 2.644 1.152
H -1.601 1.664 2.520
H -0.905 1.848 -0.798
H -0.075 -1.006 2.052
H 0.685 -0.863 -0.978
H 1.976 -2.895 -0.570
H 2.020 -2.475 1.024
H 0.703 -3.478 0.654
O 2.469 1.724 -0.292
H 1.503 1.606 -0.126
H 2.272 2.169 -1.162
O -2.101 -0.905 -1.948
H -1.682 -0.292 -1.411
H -2.957 -1.154 -1.499


Version two
20
Properties=species:S:1:pos:R:3 method="wB97M-V/def2-TZVPD" e_homo_ev=-10.458 smiles="C=C[C@H](O)OCC.O" homo_lumo_gap_ev=11.274 charge=0
C -2.058 1.561 -1.128
C -1.791 0.288 -0.904
C -1.203 -0.255 0.377
O -0.804 0.732 1.284
O -0.187 -1.200 0.125
C 0.929 -0.853 -0.797
C 1.961 0.160 -0.324
H -1.857 2.325 -0.394
H -2.525 1.885 -2.040
H -2.049 -0.481 -1.618
H -1.978 -0.829 0.913
H -0.204 1.340 0.834
H 1.400 -1.820 -0.976
H 0.443 -0.506 -1.715
H 2.410 -0.151 0.615
H 2.754 0.215 -1.067
H 1.539 1.164 -0.224
O 1.438 -1.344 2.391
H 0.766 -1.564 1.716
H 1.016 -0.668 2.933


Version three
20
Properties=species:S:1:pos:R:3 method="wB97M-V/def2-TZVPD" e_homo_ev=-8.547 homo_lumo_gap_ev=5.860 charge=0
C -1.452 -0.091 -1.410
C -2.425 0.592 -2.031
C 0.489 -0.638 1.700
O 1.724 -0.281 1.290
C -0.325 -1.195 0.428
C -1.427 -0.439 -0.035
H -0.600 -0.447 -1.983
H -3.182 1.098 -1.450
H -2.471 0.626 -3.113
H -0.109 0.222 2.045
H 0.594 -1.335 2.538
H 0.425 -1.378 -0.357
H -0.598 -2.226 0.715
H -2.225 -0.177 0.654
H 1.482 1.239 1.423
H 1.947 2.766 1.460
O 1.209 2.193 1.641
H 2.787 0.157 -1.771
H 1.941 -0.214 -0.414
O 2.216 -0.470 -1.329


Version four
20
Properties=species:S:1:pos:R:3 method="wB97M-V/def2-TZVPD" e_homo_ev=-9.778 smiles="CC(O)(O)O.C=CC" homo_lumo_gap_ev=10.535 charge=0
C 1.096 2.437 -1.391
C 0.764 1.150 -0.650
O 1.594 0.102 -0.935
O -0.515 0.627 -1.254
O 0.688 1.281 0.720
H 1.100 2.252 -2.461
H 2.085 2.769 -1.085
H 0.347 3.197 -1.178
H 1.030 -0.231 -1.742
H -0.943 0.022 -0.621
H 0.192 2.080 0.933
C -2.112 -1.306 0.805
C -0.935 -1.334 1.417
C 0.193 -2.240 1.058
H -2.921 -0.678 1.147
H -2.355 -2.002 0.014
H -0.780 -0.735 2.306
H 0.516 -2.812 1.929
H 1.045 -1.647 0.723
H -0.089 -2.933 0.267


Most stable structure, least stable structure: version four, version three.


Version one
13
Properties=species:S:1:pos:R:3 method="wB97M-V/def2-TZVPD" e_homo_ev="-9.513 / -7.955" homo_lumo_gap_ev="8.827 / 5.857" charge=0
C -0.227 -1.089 0.012
C 0.940 -0.213 0.485
C 0.730 1.189 -0.202
O -1.372 -0.763 0.714
P -2.779 -0.082 0.211
S 2.635 -0.821 0.345
H -0.444 -1.121 -1.157
H -0.035 -2.019 0.319
H 0.872 -0.079 1.487
H 1.477 2.010 -0.037
H -0.200 1.474 0.075
H 0.793 1.045 -1.230
H -2.391 0.468 -1.022


Version two
13
Properties=species:S:1:pos:R:3 method="wB97M-V/def2-TZVPD" e_homo_ev=-7.848 smiles="C=C[S@](C)(=O)=P" homo_lumo_gap_ev=7.985 charge=0
C 1.188 0.979 -0.848
C 0.471 -0.035 -1.168
S -1.024 -0.460 -0.323
C -0.145 -0.832 1.267
O -1.519 -1.866 -0.907
P -2.251 1.233 0.072
H 2.157 1.187 -1.375
H 1.130 1.638 0.113
H 0.429 -0.689 -2.061
H 0.557 -1.590 1.199
H 0.231 0.173 1.472
H -0.860 -1.245 2.091
H -2.327 1.169 -1.311


Most stable structure, least stable structure: version one, version two.


Version one
7
Properties=species:S:1:pos:R:3 method="wB97M-V/def2-TZVPD" e_homo_ev="-9.320 / -9.319" homo_lumo_gap_ev="8.177 / 8.177" charge=0
N -0.423 -1.118 0.117
N 0.746 -0.802 -0.105
O -1.439 1.069 0.049
O 1.153 0.963 -0.146
S -1.703 -0.319 -0.210
H 1.402 -1.079 0.615
H 0.265 1.285 -0.320


Version two
7
Properties=species:S:1:pos:R:3 method="wB97M-V/def2-TZVPD" e_homo_ev="-9.329 / -9.328" homo_lumo_gap_ev="8.310 / 8.311" charge=0
N -0.536 -0.956 -0.088
N 0.674 -0.793 0.031
O -2.044 1.070 0.006
O 1.304 0.868 -0.044
S -2.005 -0.342 -0.128
H 0.908 -0.844 1.073
H 1.699 0.998 -0.850


Version three
7
Properties=species:S:1:pos:R:3 method="wB97M-V/def2-TZVPD" e_homo_ev="-10.230 / -10.235" homo_lumo_gap_ev="6.884 / 6.870" charge=0
N 0.257 -0.494 -0.386
N -2.853 0.423 -0.076
O -2.072 1.330 -0.038
O -4.070 0.425 -0.123
S -2.428 -1.233 0.105
H 0.148 0.338 0.153
H -0.189 -0.319 -1.286


Most stable structure, least stable structure: version one, version three.


Version one
12
Properties=species:S:1:pos:R:3 method="wB97M-V/def2-TZVPD" e_homo_ev=-14.892 homo_lumo_gap_ev=9.269 charge=+1
C -1.678 0.477 -0.419
C -0.477 -1.000 0.427
N -1.639 -0.751 -0.318
N 0.116 0.235 0.728
N 1.716 0.532 -0.161
O -0.753 1.107 0.259
H -2.521 1.073 -0.991
H -0.794 -1.310 1.530
H 0.124 -1.899 -0.086
H 2.558 0.508 0.362
H 1.696 1.396 -0.719
H 1.653 -0.368 -0.612


Version two
12
Properties=species:S:1:pos:R:3 method="wB97M-V/def2-TZVPD" e_homo_ev=-14.649 homo_lumo_gap_ev=9.831 charge=+1
C 1.671 -0.434 0.655
C -0.266 0.469 0.749
N 1.028 0.674 0.497
N -0.283 -0.806 1.216
N -0.988 0.667 -1.600
O 0.923 -1.341 1.160
H 2.715 -0.568 0.578
H -1.045 1.143 1.069
H -1.080 -1.420 1.522
H -1.711 1.129 -2.116
H -1.023 -0.354 -1.970
H 0.059 0.842 -1.761


Most stable structure, least stable structure: version two, version one.


Version one
32
Properties=species:S:1:pos:R:3 method="wB97M-V/def2-TZVPD" e_homo_ev=-11.767 homo_lumo_gap_ev=7.750 charge=+1
C 3.496 -0.021 -2.266
C 3.174 0.494 -1.024
C 2.530 -0.433 -3.126
C 1.862 0.648 -0.601
C 1.215 -0.261 -2.716
C 0.826 0.220 -1.434
C -1.066 -0.621 3.388
C -0.029 -1.805 1.479
C -2.548 2.110 -0.015
C -0.601 -0.460 1.921
C -1.782 0.049 1.210
N 0.149 -0.705 -3.415
N -0.876 -0.431 -2.604
N -0.535 0.066 -1.422
N -1.653 1.282 0.812
H 4.558 -0.064 -2.380
H 3.815 0.763 -0.293
H 2.883 -0.817 -4.061
H 1.862 1.079 0.350
H -1.016 0.250 4.031
H -2.060 -1.018 3.409
H -0.636 -1.455 3.831
H 0.742 -1.568 0.830
H -0.831 -2.468 1.027
H 0.296 -2.488 2.339
H -2.129 2.497 -0.864
H -3.374 1.552 -0.232
H -3.090 2.831 0.604
H 0.062 0.302 1.902
H -2.589 -0.666 1.126
H -1.836 -0.690 -2.649
H -0.818 1.829 0.843


Version two
32
Properties=species:S:1:pos:R:3 method="wB97M-V/def2-TZVPD" e_homo_ev="-10.506 / -10.505" homo_lumo_gap_ev="6.477 / 6.476" charge=+1
C -2.778 -0.466 0.105
C -1.623 1.434 -0.714
C 2.250 1.043 0.636
C 2.608 -1.228 0.182
C -2.827 0.945 -0.066
C 2.756 0.183 -0.449
C 0.696 -0.586 1.135
C -0.603 -0.563 -0.809
C -3.733 1.923 0.538
C 4.022 0.731 -1.030
C -1.700 -2.676 -0.236
N -0.613 0.693 -1.122
N 1.272 0.636 1.399
N 1.533 -1.568 0.793
N -1.712 -1.229 -0.308
H -3.709 -0.786 0.627
H -1.369 2.400 -1.050
H 2.904 1.988 0.908
H 3.353 -2.078 0.089
H 2.069 0.276 -1.235
H -0.088 -0.902 1.834
H -0.060 -1.350 -1.208
H -4.146 2.457 -0.300
H -3.231 2.555 1.134
H -4.421 1.345 1.077
H 4.621 0.129 -1.591
H 4.812 1.001 -0.196
H 3.896 1.589 -1.567
H -2.733 -2.929 0.158
H -1.463 -2.937 -1.177
H -0.808 -3.121 0.284
H 0.823 1.089 2.160


Most stable structure, least stable structure: version one, version two.